Formula: C14H16O
Source: the OMol25 dataset
Level of theory: the ωB97M-V functional and the def2-TZVPD basis

XYZ file:
```
31
C14H16O, DFT the ωB97M-V functional and the def2-TZVPD basis
C 1.1125 2.6469 1.5030
C 0.3048 0.2903 1.3246
C 1.2223 1.1761 1.7989
C 0.5117 -1.0653 1.5379
C 2.3793 0.7813 2.5153
C 1.7046 -1.5270 2.0897
C 2.6745 -0.5667 2.6037
O 1.9646 -2.8307 2.4775
H -0.5294 0.4479 0.8074
H -0.3887 -1.6331 1.1184
H 0.9240 2.8520 0.4159
H 2.1098 3.1110 1.6717
H 2.9988 1.4296 3.0140
H 3.5800 -0.8001 3.2110
H 1.1042 -3.2992 2.3738
H 0.5151 3.1453 2.1891
C -0.0356 1.1649 -2.9464
C -1.9874 0.5662 -1.3157
C -0.9835 0.2473 -2.2933
C -2.9796 -0.2956 -0.9305
C -2.9337 -1.6374 -1.3626
C -0.9674 -1.1398 -2.6296
C -1.8762 -2.1209 -2.0629
H -1.8642 1.4603 -0.7412
H -3.7498 0.1090 -0.3494
H 0.6618 0.6307 -3.5247
H 0.6302 1.7960 -2.2339
H -3.5465 -2.2605 -0.9362
H -0.3072 -1.5062 -3.3745
H -1.6912 -3.0924 -2.4488
H -0.5579 1.9196 -3.5022
```

## Properties
HOMO-LUMO gap   0.33149 hartree
DFT total energy   -16822.95600 eV
LUMO energy   0.848 eV
SMILES   Cc1ccc(O)cc1.Cc1ccccc1
Molar mass   200.28 g mol⁻¹
Energy above the lowest of the compared OMol25 structures with the same formula, charge and spin   219.9 kJ/mol
HOMO   -0.30034 Eh
Spin multiplicity   1